No. 1
C5H9N2PS | ωB97M-V with the def2-TZVPD basis set

```
! RIJCOSX wB97M-V def2-TZVPD def2/J DEFGRID3
* xyz 0 1
C -0.399 0.807 0.076
C 0.196 0.186 -1.041
C -1.844 1.303 -0.026
C 2.634 0.534 0.507
C -1.550 -2.260 -1.206
N 0.256 0.901 1.199
N 1.574 0.569 1.534
P 1.891 0.494 3.140
S -0.144 -1.086 -1.956
H -2.339 0.313 -0.028
H -1.973 1.820 -0.943
H -1.888 1.937 0.808
H 2.492 -0.312 -0.212
H 2.575 1.551 0.029
H 3.603 0.449 1.198
H -1.125 -3.208 -1.147
H -2.486 -2.235 -1.698
H -1.473 -1.762 -0.233
*
```

HOMO level (alpha / beta), hartree: -0.250 / -0.251
ΔE to the lowest compared entry with this formula, charge and spin, kcal/mol: 99.7
Gap between HOMO and LUMO (alpha / beta), eV: 6.18 / 6.20

Formally, the natural (NBO) partial charges of the atoms, in units of the elementary charge, are as follows: C 0.118; C -0.308; C -0.624; C -0.449; C -0.746; N -0.301; N -0.557; P 0.350; S 0.493; H 0.224; H 0.224; H 0.248; H 0.218; H 0.209; H 0.241; H 0.220; H 0.225; H 0.217

=====

No. 2
C5H9N2S | ωB97M-V with the def2-TZVPD basis set

```
! RIJCOSX wB97M-V def2-TZVPD def2/J DEFGRID3
* xyz 1 1
C -0.980 -0.435 -0.606
C 0.207 0.192 -0.483
C -0.545 -0.319 1.538
C -0.676 -0.603 2.973
C 1.456 0.594 -3.537
N -1.445 -0.740 0.661
N 0.504 0.211 0.890
S 2.519 1.505 -2.532
H -1.555 -0.504 -1.517
H 0.221 -1.102 3.338
H -0.936 0.198 3.654
H -1.458 -1.295 2.880
H 1.729 -0.021 -4.332
H 0.385 0.758 -3.453
H -2.362 -1.065 0.764
H 1.339 0.730 1.264
H 1.597 1.896 -1.502
*
```

HOMO level (alpha / beta), hartree: -0.424 / -0.424
ΔE to the lowest compared entry with this formula, charge and spin, kcal/mol: 94.5
Gap between HOMO and LUMO (alpha / beta), eV: 5.33 / 5.33

Formally, the natural (NBO) partial charges of the atoms, in units of the elementary charge, are as follows: C -0.210; C -0.280; C 0.428; C -0.658; C -0.191; N -0.483; N -0.531; S 0.387; H 0.223; H 0.247; H 0.253; H 0.230; H 0.233; H 0.245; H 0.435; H 0.441; H 0.230

=====

No. 3
C5H9N2S | ωB97M-V with the def2-TZVPD basis set

```
! RIJCOSX wB97M-V def2-TZVPD def2/J DEFGRID3
* xyz 1 3
C -0.309 -1.370 -0.010
C 0.819 -1.515 -0.768
C -0.605 0.017 0.492
C 1.611 -0.284 -0.911
C 0.691 0.779 -0.417
N -1.985 0.364 0.670
N 0.542 2.062 -0.726
S 2.514 0.125 0.698
H -1.085 -2.174 0.021
H 1.192 -2.499 -0.849
H -0.281 0.112 1.528
H 2.266 -0.127 -1.808
H -2.215 1.105 1.181
H -2.576 0.453 -0.158
H 1.909 -0.749 1.420
H -0.133 2.467 -0.163
H 1.055 2.562 -1.482
*
```

HOMO level (alpha / beta), hartree: -0.341 / -0.482
ΔE to the lowest compared entry with this formula, charge and spin, kcal/mol: 87.1
Gap between HOMO and LUMO (alpha / beta), eV: 4.78 / 4.94

Formally, the natural (NBO) partial charges of the atoms, in units of the elementary charge, are as follows: C -0.277; C -0.246; C -0.088; C -0.556; C 0.337; N -0.769; N -0.637; S 0.510; H 0.258; H 0.245; H 0.203; H 0.282; H 0.371; H 0.379; H 0.126; H 0.420; H 0.442